## w
2 unconnected molecules or ions with the total composition C2H2BrClO. Source: the Open Molecules 2025 dataset; level of theory: wB97M-V/def2-TZVPD.

Summary:
Frontier orbital gap = 9.29 eV
E_LUMO = 0.305 eV

The geometry in ORCA input format:
```
! RIJCOSX wB97M-V def2-TZVPD def2/J DEFGRID3
* xyz 0 1
C 0.99 0.04 -0.64
C -0.91 -0.54 0.34
O 2.00 -0.40 -0.21
Cl -1.47 -2.11 -0.28
Br -2.09 0.92 0.03
H 0.84 0.71 -1.36
H -0.63 -0.68 1.44
*
```

Löwdin atomic charge list, values in e, 6 entries: -0.08 -1.12 0.08 0.46 0.58 0.05

## x
2 unconnected molecules or ions with the total composition C2H2BrClO. Source: the Open Molecules 2025 dataset; level of theory: wB97M-V/def2-TZVPD.

Summary:
Frontier orbital gap (spin up / spin down) = 9.17 / 7.23 eV
E_LUMO (spin up / spin down) = -0.465 / -1.593 eV

The geometry in ORCA input format:
```
! RIJCOSX wB97M-V def2-TZVPD def2/J DEFGRID3
* xyz 0 1
C -1.73 -0.54 -0.28
C 1.51 0.15 0.08
O -2.12 -0.86 -1.35
Cl -2.81 0.00 0.99
Br 1.27 1.97 0.20
H 1.76 -0.45 1.03
H 2.12 -0.27 -0.68
*
```

Löwdin atomic charge list, values in e, 6 entries: -0.60 -0.59 0.00 0.59 0.62 0.02

Result of the stability comparison: w is the most stable of them.

## w
A molecular structure, C4H3I. Source: the Open Molecules 2025 dataset; level of theory: wB97M-V/def2-TZVPD.

Summary:
Frontier orbital gap = 8.59 eV
E_LUMO = -0.402 eV

The geometry in ORCA input format:
```
! RIJCOSX wB97M-V def2-TZVPD def2/J DEFGRID3
* xyz 0 1
C -1.41 0.29 0.21
C 0.15 1.34 0.13
C -0.34 -0.51 0.30
C 0.73 0.16 -0.52
I 2.79 -0.30 -0.01
H -2.40 0.39 0.57
H -0.14 -1.38 0.91
H 0.62 0.00 -1.59
*
```

Löwdin atomic charge list, values in e, 6 entries: 0.08 0.12 -0.29 -0.86 0.71 0.06

## x
C4H3I in the gas phase. Source: the Open Molecules 2025 dataset; level of theory: wB97M-V/def2-TZVPD.

Summary:
Frontier orbital gap = 8.65 eV
Structure (SMILES) = C=C1C=C1I
E_LUMO = 0.216 eV

The geometry in ORCA input format:
```
! RIJCOSX wB97M-V def2-TZVPD def2/J DEFGRID3
* xyz 0 1
C 0.17 -1.26 -0.20
C 1.18 -0.43 -0.32
C -0.19 0.14 0.05
C -1.12 1.03 0.43
I 3.12 -0.07 -0.94
H -0.24 -2.19 -0.12
H -0.84 2.04 0.46
H -2.07 0.75 0.65
*
```

Löwdin atomic charge list, values in e, 6 entries: -0.02 -0.69 -0.25 0.01 0.83 0.08

Result of the stability comparison: x is the most stable of them.

## w
2 unconnected molecules or ions with the total composition C4H3I. Source: the Open Molecules 2025 dataset; level of theory: wB97M-V/def2-TZVPD.

Summary:
Frontier orbital gap = 9.60 eV
Structure (SMILES) = C#CI.C#C
E_LUMO = -0.129 eV

The geometry in ORCA input format:
```
! RIJCOSX wB97M-V def2-TZVPD def2/J DEFGRID3
* xyz 0 1
C 1.16 0.99 -0.09
C -0.98 -1.15 -0.01
C 0.45 1.95 0.01
C -0.18 -2.07 0.01
I -2.70 0.08 -0.04
H 1.94 0.45 -0.57
H -0.30 2.50 0.48
H 0.61 -2.75 0.20
*
```

Löwdin atomic charge list, values in e, 6 entries: -0.03 -0.71 -0.03 -0.04 0.78 0.02

## x
C4H3I in the gas phase. Source: the Open Molecules 2025 dataset; level of theory: wB97M-V/def2-TZVPD.

Summary:
Frontier orbital gap (spin up / spin down) = 7.80 / 7.28 eV
E_LUMO (spin up / spin down) = -1.188 / -0.861 eV

The geometry in ORCA input format:
```
! RIJCOSX wB97M-V def2-TZVPD def2/J DEFGRID3
* xyz 0 1
C -1.08 0.41 0.59
C -1.02 1.49 -0.11
C -0.22 -0.60 0.05
C 0.93 -1.06 -0.20
I 2.65 0.07 0.19
H -1.68 0.13 1.40
H -0.72 1.55 -1.15
H 1.15 -1.99 -0.76
*
```

Löwdin atomic charge list, values in e, 6 entries: -0.25 0.14 -0.17 -0.66 0.76 0.08

## y
C4H3I in the gas phase. Source: the Open Molecules 2025 dataset; level of theory: wB97M-V/def2-TZVPD.

Summary:
Frontier orbital gap = 9.04 eV
Structure (SMILES) = IC1=C2C[C@@H]12
E_LUMO = 0.213 eV

The geometry in ORCA input format:
```
! RIJCOSX wB97M-V def2-TZVPD def2/J DEFGRID3
* xyz 0 1
C -0.49 0.25 1.11
C 0.14 -0.96 0.50
C 0.05 1.10 -0.02
C -0.13 -0.26 -0.66
I 0.27 -3.00 0.95
H -0.39 2.12 -0.41
H 1.06 1.29 0.16
H -0.51 -0.55 -1.62
*
```

Löwdin atomic charge list, values in e, 6 entries: 0.03 -0.78 -0.23 -0.14 0.81 0.14

Result of the stability comparison: y is the most stable of them.

## w
C3H3ClOS in the gas phase. Source: the Open Molecules 2025 dataset; level of theory: wB97M-V/def2-TZVPD.

Summary:
Frontier orbital gap = 9.38 eV
Structure (SMILES) = O=CS/C=C/Cl
E_LUMO = 0.245 eV

The geometry in ORCA input format:
```
! RIJCOSX wB97M-V def2-TZVPD def2/J DEFGRID3
* xyz 0 1
C -0.36 0.08 1.82
C -0.19 -0.03 0.53
C 0.66 0.12 -2.01
H 0.23 0.82 2.42
H -0.66 -0.82 -0.04
H 1.39 0.34 -2.84
O -0.08 -0.84 -2.04
S 0.62 1.18 -0.52
Cl -1.60 -0.83 2.67
*
```

Löwdin atomic charge list, values in e, 6 entries: -0.63 -0.52 -0.52 0.08 0.06 0.10

## x
C3H3ClOS in the gas phase. Source: the Open Molecules 2025 dataset; level of theory: wB97M-V/def2-TZVPD.

Summary:
Frontier orbital gap = 10.00 eV
Structure (SMILES) = O=C(S)/C=C/Cl
E_LUMO = 0.035 eV

The geometry in ORCA input format:
```
! RIJCOSX wB97M-V def2-TZVPD def2/J DEFGRID3
* xyz 0 1
C 1.11 0.41 -0.12
C -0.26 -0.36 -0.23
C -1.29 0.44 0.17
H 1.90 -1.82 0.53
H -0.29 -1.39 -0.45
H -1.25 1.59 0.73
O 1.21 1.59 -0.08
S 2.54 -0.58 0.06
Cl -2.82 -0.28 0.00
*
```

Löwdin atomic charge list, values in e, 6 entries: -0.88 -0.18 -0.58 -0.05 0.06 0.18

Result of the stability comparison: w is the most stable of them.

## w
A molecular structure, C6H12S. Source: the Open Molecules 2025 dataset; level of theory: wB97M-V/def2-TZVPD.

Summary:
Frontier orbital gap = 9.50 eV
E_LUMO = 0.714 eV

The geometry in ORCA input format:
```
! RIJCOSX wB97M-V def2-TZVPD def2/J DEFGRID3
* xyz 0 1
C 1.30 1.64 0.14
C -0.23 1.25 0.21
C -0.87 0.03 0.81
C 0.02 -0.97 1.42
C -0.93 0.22 -0.69
C -0.02 -0.67 -1.57
H 1.57 1.54 1.41
H 1.56 2.65 -0.49
H 1.94 0.67 -0.40
H -0.94 2.11 0.27
H -1.82 0.26 1.25
H 0.07 -0.68 2.58
H 1.35 -0.66 1.20
H -0.10 -2.27 1.22
H -1.79 0.65 -1.28
H 0.01 -0.21 -2.50
H 1.10 -0.66 -1.36
H -1.53 -2.53 -0.45
S -0.69 -2.37 -1.78
*
```

Löwdin atomic charge list, values in e, 6 entries: -0.10 -0.32 -0.37 -0.13 -0.30 -0.57

## x
C6H12S in the gas phase. Source: the Open Molecules 2025 dataset; level of theory: wB97M-V/def2-TZVPD.

Summary:
Frontier orbital gap (spin up / spin down) = 7.91 / 7.69 eV
E_LUMO (spin up / spin down) = 0.195 / 0.084 eV

The geometry in ORCA input format:
```
! RIJCOSX wB97M-V def2-TZVPD def2/J DEFGRID3
* xyz 0 1
C -2.22 0.28 -0.83
C 3.72 -1.22 -0.02
C -0.28 0.63 0.78
C 0.87 0.00 0.02
C -1.62 -0.06 0.55
C 2.02 0.98 0.05
S 3.62 0.45 -0.10
H -3.04 -0.47 -1.07
H -2.62 1.27 -1.12
H 4.68 -1.54 0.31
H 3.16 -1.79 -0.58
H 0.06 0.49 1.81
H -0.44 1.63 0.28
H 1.25 -0.79 0.70
H 0.82 -0.38 -1.01
H -1.44 -1.07 0.62
H -2.21 0.43 1.43
H -1.37 0.27 -1.48
H 1.90 1.89 -0.43
*
```

Löwdin atomic charge list, values in e, 6 entries: -0.11 -0.38 -0.25 -0.31 -0.26 -0.45

Result of the stability comparison: x is the most stable of them.

## w
C2H5PS in the gas phase. Source: the Open Molecules 2025 dataset; level of theory: wB97M-V/def2-TZVPD.

Summary:
Frontier orbital gap = 8.54 eV
Structure (SMILES) = PCC=S
E_LUMO = -0.182 eV

The geometry in ORCA input format:
```
! RIJCOSX wB97M-V def2-TZVPD def2/J DEFGRID3
* xyz 0 1
C -0.23 -0.71 1.92
C 1.29 -0.65 1.24
P 1.11 -0.11 -0.70
S -1.09 -2.05 1.93
H -0.67 0.16 2.42
H 1.49 -1.70 1.33
H 1.86 0.19 1.69
H 1.41 -1.42 -1.10
H 2.49 0.23 -0.62
*
```

Löwdin atomic charge list, values in e, 6 entries: -0.74 -0.46 0.75 0.64 0.02 0.02

## x
C2H5PS in the gas phase. Source: the Open Molecules 2025 dataset; level of theory: wB97M-V/def2-TZVPD.

Summary:
Frontier orbital gap (spin up / spin down) = 7.95 / 6.48 eV
E_LUMO (spin up / spin down) = -0.880 / -1.671 eV

The geometry in ORCA input format:
```
! RIJCOSX wB97M-V def2-TZVPD def2/J DEFGRID3
* xyz 0 1
C -1.30 -0.42 -0.28
C -0.31 0.27 0.57
P 0.88 1.43 -0.09
S -2.83 0.47 0.12
H -0.76 -0.35 -1.28
H -1.24 -1.49 -0.07
H -0.64 0.52 1.59
H 1.75 0.81 -1.05
H 1.65 1.04 1.04
*
```

Löwdin atomic charge list, values in e, 6 entries: -0.81 -0.53 0.80 0.55 0.07 0.07

Result of the stability comparison: w is the most stable of them.